## one
Computed, not measured: the ion C4H7N2 with charge +1, with ωB97M-V with the def2-TZVPD basis set.

Values from the calculation:
Gap between HOMO and LUMO in eV: 9.212
Multiplicity: 1
Charge: +1
Structure (SMILES): N[C@H]1CC1=C=[NH2+]

Last column: natural (NBO) charge in e.
CARTESIAN COORDINATES (ANGSTROEM)
C  0.405  0.455  -0.218  -0.132
C  -0.458  0.922  -1.002  0.456
C  1.622  -0.395  0.018  -0.386
C  0.217  -0.312  1.149  0.068
N  -0.377  -1.520  1.200  -0.810
N  -1.428  1.583  -1.513  -0.683
H  1.883  -1.286  -0.572  0.262
H  2.499  0.132  0.423  0.264
H  0.513  0.421  1.963  0.250
H  -1.392  -1.556  1.293  0.402
H  0.076  -2.342  0.724  0.419
H  -1.284  2.613  -1.505  0.440
H  -2.277  1.286  -1.959  0.450

## two
Computed, not measured: a cluster of 2 separate species, C4H7N2 in total, with ωB97M-V with the def2-TZVPD basis set.

Values from the calculation:
Gap between HOMO and LUMO (alpha / beta) in eV: 5.669 / 10.809
Multiplicity: 1
Charge: +1

Last column: natural (NBO) charge in e.
CARTESIAN COORDINATES (ANGSTROEM)
C  2.563  0.528  -1.168  0.632
C  0.474  0.286  -0.586  -0.037
C  0.522  0.019  -1.916  -0.039
C  -1.368  -0.188  1.557  -0.557
N  1.711  0.716  -0.193  -0.542
N  1.855  0.161  -2.280  -0.546
H  -0.329  0.178  0.193  0.258
H  -0.160  -0.517  -2.594  0.272
H  -1.300  -1.315  1.510  0.219
H  -2.428  0.200  1.582  0.206
H  -0.862  0.488  2.205  0.189
H  1.811  1.212  0.694  0.474
H  2.147  0.058  -3.256  0.472

## three
Computed, not measured: the ion C4H7N2 with charge +1, with ωB97M-V with the def2-TZVPD basis set.

Values from the calculation:
Gap between HOMO and LUMO (alpha / beta) in eV: 7.831 / 9.085
Multiplicity: 1
Charge: +1

Last column: natural (NBO) charge in e.
CARTESIAN COORDINATES (ANGSTROEM)
C  0.666  0.813  0.963  -0.530
C  0.434  1.062  -0.445  -0.014
C  -0.157  -1.123  -0.384  0.040
C  0.578  -0.695  0.803  0.210
N  -0.611  -1.264  0.910  -0.507
N  -0.561  0.148  -1.034  -0.588
H  1.767  1.199  1.173  0.297
H  -0.062  1.060  1.740  0.258
H  1.366  1.222  -1.049  0.232
H  0.160  -1.930  -1.040  0.249
H  -1.436  -0.909  1.499  0.430
H  -1.629  0.438  -1.036  0.455
H  -0.513  -0.022  -2.101  0.466

## four
Computed, not measured: the ion C4H7N2 with charge +1, with ωB97M-V with the def2-TZVPD basis set.

Values from the calculation:
Gap between HOMO and LUMO (alpha / beta) in eV: 8.805 / 8.806
Multiplicity: 1
Charge: +1
Structure (SMILES): C/[NH+]=C/C1=NC1

Last column: natural (NBO) charge in e.
CARTESIAN COORDINATES (ANGSTROEM)
C  0.705  0.967  0.434  0.068
C  0.929  2.175  1.230  -0.212
C  0.388  -0.326  0.066  0.212
C  -1.004  -1.893  -0.915  -0.437
N  1.091  2.146  -0.201  -0.137
N  -0.579  -0.556  -0.737  -0.370
H  0.116  2.650  1.710  0.211
H  1.827  2.383  1.833  0.210
H  0.695  -1.148  0.679  0.245
H  -1.046  -2.284  -1.975  0.268
H  -0.338  -2.528  -0.426  0.227
H  -1.963  -1.867  -0.336  0.250
H  -0.821  0.281  -1.362  0.466

one has the most favorable energy; the next structure is 13.3 kJ/mol above.

## one
Computed, not measured: a cluster of 2 separate species, C4H10N2O2 in total, with ωB97M-V with the def2-TZVPD basis set.

Values from the calculation:
Gap between HOMO and LUMO in eV: 10.651
Multiplicity: 1
Structure (SMILES): CC(N)=O.CC(N)=O

Last column: natural (NBO) charge in e.
CARTESIAN COORDINATES (ANGSTROEM)
C  -1.532  1.687  0.070  -0.729
C  -0.415  1.799  1.065  0.676
O  -0.068  0.827  1.709  -0.628
N  0.236  2.995  1.186  -0.822
H  0.890  3.048  1.949  0.397
H  -0.229  3.845  0.927  0.388
H  -2.400  1.395  0.645  0.242
H  -1.330  0.890  -0.637  0.271
H  -1.737  2.573  -0.521  0.206
C  1.341  -1.195  -0.597  -0.726
C  0.143  -2.070  -0.919  0.685
O  -0.943  -1.623  -1.215  -0.618
N  0.394  -3.411  -0.880  -0.829
H  0.927  -0.283  -0.173  0.253
H  2.033  -0.988  -1.412  0.233
H  -0.394  -4.015  -1.013  0.394
H  1.183  -3.830  -0.410  0.392
H  1.902  -1.644  0.227  0.214

## two
Computed, not measured: the molecule C4H10N2O2, with ωB97M-V with the def2-TZVPD basis set.

Values from the calculation:
Gap between HOMO and LUMO in eV: 8.812
Multiplicity: 1

Last column: natural (NBO) charge in e.
CARTESIAN COORDINATES (ANGSTROEM)
C  0.450  -0.660  -0.142  0.316
C  0.426  -2.119  0.148  -0.703
C  1.553  1.449  -0.546  -0.469
C  -1.387  0.748  0.682  -0.429
N  1.585  -0.047  -0.210  0.107
N  -0.710  0.087  -0.459  -0.192
O  2.723  -0.540  0.064  -0.565
O  -1.761  -0.632  -1.079  -0.568
H  1.547  -2.326  0.124  0.277
H  0.047  -2.316  1.163  0.234
H  -0.202  -2.514  -0.715  0.242
H  1.401  2.257  0.185  0.220
H  2.620  1.611  -1.025  0.231
H  0.756  1.582  -1.219  0.221
H  -2.193  1.495  0.389  0.213
H  -1.931  0.093  1.437  0.189
H  -0.669  1.223  1.269  0.200
H  -1.551  -0.433  -2.066  0.475

## three
Computed, not measured: a cluster of 2 separate species, C4H10N2O2 in total, with ωB97M-V with the def2-TZVPD basis set.

Values from the calculation:
Gap between HOMO and LUMO in eV: 10.049
Multiplicity: 1
Structure (SMILES): CC(N)=O.CC(N)=O

Last column: natural (NBO) charge in e.
CARTESIAN COORDINATES (ANGSTROEM)
C  -2.782  -0.674  -1.377  0.685
C  -4.325  -1.038  -1.769  -0.721
C  2.924  0.490  1.063  0.673
C  4.078  1.115  1.904  -0.745
H  -1.153  0.527  -1.379  0.411
H  -2.518  1.383  -2.159  0.422
H  -4.580  -2.227  -2.121  0.245
H  -4.658  -0.381  -2.550  0.193
H  -4.767  -0.833  -0.579  0.235
H  1.487  -0.837  1.106  0.414
H  2.869  -1.291  2.149  0.404
H  4.638  0.600  2.706  0.216
H  3.541  2.178  2.245  0.251
H  4.979  1.411  1.349  0.235
N  -2.164  0.436  -1.769  -0.863
N  2.462  -0.714  1.512  -0.819
O  -2.394  -1.455  -0.646  -0.606
O  2.363  1.310  0.317  -0.629

## four
Computed, not measured: a structure of composition C4H10N2O2, with ωB97M-V with the def2-TZVPD basis set.

Values from the calculation:
Gap between HOMO and LUMO in eV: 9.313
Multiplicity: 1

Last column: natural (NBO) charge in e.
CARTESIAN COORDINATES (ANGSTROEM)
O  -2.114  0.611  -0.648  -0.731
C  -1.497  0.201  -1.653  0.791
O  -0.192  0.297  -1.821  -0.766
C  -2.218  -0.578  -2.729  -0.719
H  -1.723  -1.534  -2.838  0.227
H  -3.216  -0.878  -2.429  0.220
H  -2.209  0.027  -3.628  0.230
C  1.382  0.535  1.130  -0.139
C  1.169  -0.377  2.131  -0.016
N  2.238  -0.772  2.953  -0.797
N  0.328  1.162  0.356  -0.784
H  2.468  0.738  0.821  0.200
H  0.184  -0.839  2.363  0.211
H  2.190  -1.733  3.219  0.369
H  3.181  -0.658  2.589  0.373
H  0.262  0.718  -0.696  0.456
H  0.432  2.173  0.168  0.413
H  -0.665  0.907  0.711  0.462

one has the most favorable energy; the next structure is 185.7 kJ/mol above.

## one
Computed, not measured: a cluster of 2 separate species, C4H10N2O2 in total, with ωB97M-V with the def2-TZVPD basis set.

Values from the calculation:
Gap between HOMO and LUMO (alpha / beta) in eV: 8.275 / 7.548
Multiplicity: 1

Last column: natural (NBO) charge in e.
CARTESIAN COORDINATES (ANGSTROEM)
C  0.561  0.021  2.531  -0.520
C  0.599  -0.374  -1.582  -0.414
C  -1.508  0.842  -1.131  -0.405
C  -0.882  -0.983  0.224  0.183
N  -0.623  -0.264  -0.824  -0.349
N  -2.004  -0.893  0.963  0.385
O  -2.850  0.025  0.784  -0.492
O  -2.015  -1.680  1.928  -0.444
H  -0.077  -0.132  3.417  0.195
H  0.510  0.844  1.830  0.165
H  1.414  -0.641  2.454  0.160
H  1.276  0.560  -1.435  0.203
H  1.181  -1.210  -1.112  0.222
H  0.553  -0.376  -2.701  0.226
H  -1.085  1.351  -1.957  0.190
H  -2.461  0.516  -1.348  0.230
H  -1.570  1.502  -0.183  0.234
H  -0.295  -1.946  0.387  0.231

## two
Computed, not measured: a cluster of 2 separate species, C4H10N2O2 in total, with ωB97M-V with the def2-TZVPD basis set.

Values from the calculation:
Gap between HOMO and LUMO in eV: 9.009
Multiplicity: 1
Structure (SMILES): [H]/N=C(\C=O)N(C)C.O

Last column: natural (NBO) charge in e.
CARTESIAN COORDINATES (ANGSTROEM)
C  -0.678  -1.580  0.001  0.408
C  0.982  0.392  1.273  -0.421
C  1.385  1.472  -0.906  -0.418
N  0.710  0.445  -0.146  -0.413
C  -0.058  -0.463  -0.797  0.318
O  -1.635  -2.225  -0.417  -0.573
O  -2.164  -0.281  1.259  -0.940
N  -0.272  -0.374  -2.057  -0.705
H  -2.644  -1.141  1.051  0.503
H  -2.430  0.365  0.596  0.485
H  -0.109  -1.919  0.881  0.135
H  -0.916  -1.094  -2.375  0.360
H  1.318  1.376  1.599  0.211
H  0.080  0.148  1.833  0.229
H  1.768  -0.334  1.512  0.186
H  2.467  1.330  -0.866  0.190
H  1.054  1.425  -1.939  0.254
H  1.142  2.458  -0.501  0.191

## three
Computed, not measured: a structure of composition C4H10N2O2, with ωB97M-V with the def2-TZVPD basis set.

Values from the calculation:
Gap between HOMO and LUMO in eV: 9.991
Multiplicity: 1

Last column: natural (NBO) charge in e.
CARTESIAN COORDINATES (ANGSTROEM)
H  -0.580  -1.343  -0.206  0.468
O  -0.865  -2.124  -1.072  -1.090
N  -0.121  -0.286  0.442  -0.502
H  -1.325  -2.861  -0.650  0.464
C  -0.782  0.896  0.595  0.139
C  1.193  -0.045  0.467  0.226
C  0.141  1.866  0.843  -0.106
N  1.373  1.275  0.748  -0.497
H  2.233  1.782  0.622  0.427
H  1.938  -0.816  0.433  0.242
H  -0.040  2.882  1.120  0.221
C  -2.251  1.139  0.803  -0.640
H  -2.877  0.539  0.151  0.238
H  -2.429  0.842  1.848  0.222
H  -2.571  2.167  0.806  0.227
O  1.494  -1.518  -1.992  -1.000
H  0.646  -1.587  -1.453  0.495
H  1.345  -2.284  -2.563  0.466

three has the most favorable energy; the next structure is 64.4 kJ/mol above.

## one
Computed, not measured: the molecule C4H7ClO, with ωB97M-V with the def2-TZVPD basis set.

Values from the calculation:
Gap between HOMO and LUMO in eV: 10.074
Multiplicity: 1
Structure (SMILES): C/C(Cl)=C/CO

Last column: natural (NBO) charge in e.
CARTESIAN COORDINATES (ANGSTROEM)
C  -1.792  1.495  0.066  -0.647
C  -0.732  0.421  -0.101  -0.070
C  0.550  0.538  -0.323  -0.243
C  1.624  -0.450  -0.228  -0.126
H  -1.211  2.447  -0.031  0.229
H  -2.749  1.471  -0.694  0.241
H  -2.034  1.493  1.158  0.231
H  1.201  1.539  -0.162  0.235
H  1.947  -0.842  -1.133  0.197
H  1.275  -1.387  0.383  0.188
H  2.789  0.252  1.114  0.463
O  2.775  0.314  0.198  -0.709
Cl  -1.254  -1.148  0.076  0.011

## two
Computed, not measured: a structure of composition C4H7ClO, with ωB97M-V with the def2-TZVPD basis set.

Values from the calculation:
Gap between HOMO and LUMO in eV: 11.027
Multiplicity: 1

Last column: natural (NBO) charge in e.
CARTESIAN COORDINATES (ANGSTROEM)
C  -1.797  0.527  -1.385  -0.627
C  -0.638  -0.250  -0.715  0.094
C  -0.405  -0.848  1.181  -0.058
C  0.107  0.485  0.426  -0.261
H  -2.206  -0.122  -2.199  0.225
H  -1.430  1.446  -1.871  0.216
H  -2.483  0.804  -0.658  0.209
H  0.128  -0.545  -1.435  0.182
H  0.500  -1.435  1.444  0.182
H  -1.102  -0.748  2.104  0.183
H  -0.370  1.446  0.672  0.220
O  -1.053  -1.366  0.070  -0.525
Cl  1.870  0.623  0.255  -0.041

## three
Computed, not measured: the molecule C4H7ClO, with ωB97M-V with the def2-TZVPD basis set.

Values from the calculation:
Gap between HOMO and LUMO in eV: 10.778
Multiplicity: 1
Structure (SMILES): CC(=O)CCCl

Last column: natural (NBO) charge in e.
CARTESIAN COORDINATES (ANGSTROEM)
C  -0.192  -0.778  -1.848  -0.727
C  -0.026  -0.775  -0.301  0.615
C  0.053  0.632  0.267  -0.548
C  0.171  0.527  1.728  -0.354
H  -1.271  -0.744  -2.090  0.240
H  0.241  0.123  -2.302  0.219
H  0.273  -1.714  -2.277  0.239
H  -0.798  1.280  0.063  0.242
H  0.921  1.135  -0.159  0.233
H  1.104  -0.054  1.961  0.223
H  -0.690  0.007  2.101  0.221
O  -0.036  -1.775  0.354  -0.530
Cl  0.251  2.133  2.505  -0.073

## four
Computed, not measured: the molecule C4H7ClO, with ωB97M-V with the def2-TZVPD basis set.

Values from the calculation:
Gap between HOMO and LUMO in eV: 10.272
Multiplicity: 1
Structure (SMILES): C=C(Cl)[C@@H](C)O

Last column: natural (NBO) charge in e.
CARTESIAN COORDINATES (ANGSTROEM)
C  -1.817  -0.323  -1.090  -0.650
C  -1.151  0.341  0.044  0.084
C  0.500  0.536  0.043  -0.003
C  1.048  1.796  -0.088  -0.435
H  -1.993  0.316  -1.877  0.219
H  -2.806  -0.372  -0.590  0.233
H  -1.607  -1.433  -1.419  0.225
H  -1.573  1.348  0.191  0.197
H  -1.043  -1.128  1.419  0.477
H  0.593  2.712  0.226  0.221
H  2.026  1.732  -0.392  0.203
O  -1.480  -0.256  1.250  -0.728
Cl  1.575  -0.896  -0.059  -0.043

three has the most favorable energy; the next structure is 124.8 kJ/mol above.